The following is a DFT calculation (the ωB97M-V functional and the def2-TZVPD basis) of a molecular structure, C26H27Br2ClHfN9O4.

XYZ file:
```
70
Properties=species:S:1:pos:R:3:forces:R:3:lowdin_charge:R:1
Hf 11.7478 12.5224 12.9436 0.651 -1.704 -1.017 1.768
N 9.9226 10.8614 15.2476 -0.534 -0.936 0.381 0.132
C 10.9666 11.4828 15.8479 0.706 0.801 1.140 -0.304
C 11.0332 11.5572 17.2553 0.312 -1.128 -1.798 0.057
C 12.2041 11.9308 17.8156 0.760 0.778 -0.266 0.024
C 13.2598 12.3824 17.0359 -1.602 -0.785 -0.309 0.012
C 13.0947 12.2890 15.6993 3.141 1.538 -2.144 -0.129
N 11.9609 11.9476 15.0773 -0.505 -0.687 0.139 -0.025
C 9.1031 11.3877 14.2731 -1.988 0.231 1.060 -0.298
C 7.7298 11.2145 14.4710 -1.677 0.708 -1.782 0.077
C 6.7947 11.7305 13.5230 1.252 -2.431 2.745 0.026
C 7.3017 12.3402 12.4455 1.671 2.191 -2.873 -0.028
C 8.6609 12.5555 12.2991 0.540 -1.701 2.126 -0.053
N 9.5672 12.1080 13.2641 -0.421 0.380 -1.371 -0.030
H 9.4867 10.2114 15.9018 -0.366 0.373 -0.477 0.175
H 10.3164 11.0698 17.8519 -1.145 -0.209 0.536 0.128
H 12.3576 11.8694 18.8460 -0.054 0.019 1.612 0.129
H 14.1195 12.7457 17.4760 1.858 0.430 0.644 0.118
H 13.9873 12.5014 14.9781 -1.774 -0.168 1.704 0.150
H 7.2907 10.6891 15.2943 0.352 -0.321 0.504 0.130
H 5.7603 11.4445 13.5949 -0.319 0.370 0.234 0.142
H 6.7189 12.7315 11.6337 -0.554 -0.134 -0.169 0.134
H 9.1800 12.8042 11.4024 -0.459 0.859 -0.561 0.083
O 15.3582 13.7016 12.8711 -0.699 -0.866 -0.223 -0.181
Cl 14.5082 12.8474 12.1268 0.867 1.120 -0.107 0.813
O 13.8054 11.8383 12.9738 0.556 -1.234 0.791 -0.428
O 15.1157 12.2493 11.0221 -0.582 0.111 0.105 -0.140
O 13.2337 13.6041 11.8040 0.215 0.897 -0.943 -0.444
Br 11.3945 5.5702 11.8864 -0.228 -0.941 -0.351 1.002
C 11.4284 7.3542 12.1825 0.304 1.101 -1.624 -0.675
C 11.7830 7.8428 13.4068 1.032 -2.606 0.600 -0.098
C 11.9050 9.1460 13.6147 -0.950 3.455 0.167 -0.100
N 11.5782 10.1253 12.7235 0.588 -1.204 -0.561 0.022
C 11.3255 9.6322 11.4597 0.661 1.768 1.112 -0.193
C 11.2934 8.3197 11.1525 -0.951 -1.396 0.592 -0.001
C 11.2024 10.6497 10.4052 -0.631 0.864 -1.412 -0.142
C 10.9304 10.3820 9.0394 0.880 -1.581 1.009 -0.021
C 10.7981 11.4001 8.1574 -1.916 1.522 -1.685 -0.592
Br 10.3054 11.0411 6.3451 0.546 0.138 0.941 0.897
C 10.7021 12.7351 8.6080 1.303 -0.869 -0.033 -0.030
C 11.0683 12.9466 9.8899 0.134 -1.943 0.853 -0.112
N 11.3154 11.9427 10.7824 -0.354 -0.546 0.247 -0.041
H 12.1715 7.1583 14.1607 -0.523 0.114 0.025 0.139
H 12.1474 9.4563 14.6053 0.431 0.426 0.398 0.111
H 11.0008 8.0864 10.1537 0.185 -0.665 -0.401 0.115
H 10.8950 9.3845 8.5806 0.006 0.301 0.725 0.128
H 10.5899 13.5781 7.9828 -0.433 0.544 -0.836 0.123
H 11.1711 13.8739 10.3441 0.104 1.935 0.141 0.077
C 12.7142 15.1927 14.2936 -1.100 1.095 -0.510 -0.149
N 11.4397 14.5884 13.6950 0.328 -0.935 1.011 -0.202
C 10.3818 14.7384 14.8328 -1.791 1.501 -3.295 -0.130
N 10.1491 16.0974 15.1782 0.344 0.100 0.824 -0.067
C 11.4098 16.6410 15.6703 1.190 -0.613 0.899 -0.144
N 12.4352 16.5505 14.6533 0.831 1.285 -1.599 -0.075
C 11.9887 17.3859 13.4773 -0.256 -0.953 0.220 -0.061
N 10.7069 16.7795 12.9617 0.573 0.705 -0.389 -0.077
C 11.0279 15.4421 12.5324 0.257 1.196 -0.383 -0.188
C 9.7031 16.8885 14.0251 -0.050 -1.038 -0.224 -0.116
H 13.5176 14.9574 13.6232 0.446 1.005 -0.575 0.097
H 12.9755 14.6984 15.1837 -0.078 -0.905 1.319 0.096
H 10.6985 14.1962 15.6546 0.610 -1.238 1.583 0.097
H 9.4754 14.3593 14.3290 0.078 -0.118 0.766 0.124
H 11.8296 16.0874 16.5566 -0.920 0.406 -0.540 0.158
H 11.3487 17.6890 15.9141 -0.458 0.265 0.332 0.140
H 12.7616 17.2777 12.6910 -0.440 0.486 0.382 0.142
H 11.7926 18.4549 13.7731 0.443 -1.202 -0.265 0.160
H 11.9001 15.5648 11.8226 -0.918 -0.508 0.674 0.142
H 10.1720 14.9705 12.0202 0.050 0.146 0.189 0.121
H 8.6819 16.5456 13.7562 0.684 0.148 -0.287 0.150
H 9.6584 17.9343 14.2838 -0.211 0.250 0.281 0.136
```
Forces are in eV/Å.

Properties
Max |F|   4.1 eV/Å
Energy   -7455.883584 a.u.
LUMO level   -9.67 eV
HOMO-LUMO gap   7.0 eV
Total charge   +3
ΔE to the lowest compared entry with this formula, charge and spin   58.0 kJ/mol